1.
C12H44InO16 as an isolated structure in a non-equilibrium geometry. Source: OMol25; level of theory: ωB97M-V/def2-TZVPD.

Computed properties:
E_LUMO ... -13.845 eV
HOMO energy ... -16.63 eV
HOMO-LUMO gap ... 2.78 eV

Structure (ORCA input):
```
! wB97M-V def2-TZVPD RIJCOSX def2/J DEFGRID3
* xyz 3 1
In -0.14 -0.64 0.89
O 1.59 0.18 3.28
H 1.58 0.16 4.24
H 2.40 0.65 3.07
O -2.74 0.69 0.37
H -3.21 0.43 -0.42
H -3.42 0.79 1.03
O -0.38 2.04 2.19
H 0.21 2.79 2.14
H -1.15 2.37 2.66
O -0.25 1.52 -0.96
H -0.33 2.43 -0.68
H -0.69 1.50 -1.82
C -2.24 -3.05 -1.51
C -3.00 -2.98 -0.12
O -2.06 -2.85 0.97
O -1.35 -1.91 -1.60
H -2.89 -2.88 -2.36
H -1.73 -4.00 -1.71
H -3.58 -3.90 -0.06
H -3.69 -2.13 -0.15
H -1.97 -3.77 1.21
H -0.86 -2.15 -2.40
C 2.73 -3.51 1.37
C 1.52 -4.34 0.81
O 0.75 -3.47 -0.02
O 2.44 -2.26 1.95
H 3.26 -3.26 0.45
H 3.47 -4.02 1.99
H 0.96 -4.59 1.72
H 1.92 -5.24 0.34
H 0.86 -3.77 -0.92
H 3.15 -2.02 2.55
C 2.99 1.13 -0.99
C 3.10 -0.28 -1.52
O 1.96 -1.16 -1.47
O 2.54 0.99 0.39
H 2.35 1.70 -1.66
H 3.95 1.62 -1.11
H 3.99 -0.69 -1.03
H 3.42 -0.02 -2.53
H 1.97 -1.89 -2.10
H 3.08 1.59 0.90
C -0.99 1.58 -3.96
C -1.94 1.66 -5.19
O -1.14 1.26 -6.25
O -0.67 0.30 -3.55
H -1.60 2.06 -3.19
H -0.09 2.19 -3.85
H -2.12 2.71 -5.41
H -2.75 0.93 -5.12
H -1.69 1.15 -7.03
H -0.20 -0.15 -4.25
C -1.78 -0.77 4.38
C -1.08 -2.17 4.45
O 0.05 -2.20 3.50
O -2.11 -0.48 3.04
H -1.14 0.07 4.66
H -2.57 -0.74 5.13
H -1.77 -2.96 4.15
H -0.78 -2.41 5.47
H 0.49 -3.00 3.80
H -3.01 -0.14 3.01
C 1.52 4.83 -0.23
C 0.04 5.28 -0.42
O -0.76 4.09 -0.43
O 1.78 4.30 1.11
H 2.05 5.76 -0.41
H 1.90 4.06 -0.91
H -0.21 5.68 -1.40
H -0.21 5.95 0.40
H -1.61 4.44 -0.69
H 1.87 4.93 1.82
*
```

***

2.
One molecule with the formula C2H5N3O2 in a non-equilibrium geometry. Source: OMol25; level of theory: ωB97M-V/def2-TZVPD.

Computed properties:
E_LUMO ... 0.945 eV
HOMO energy ... -7.57 eV
HOMO-LUMO gap ... 8.51 eV
Energy relative to the best compared isomer or geometry (same formula, charge and spin) ... 681.6 kJ/mol
SMILES string ... Nc1c[nH]o[nH]o1

Structure (ORCA input):
```
! wB97M-V def2-TZVPD RIJCOSX def2/J DEFGRID3
* xyz 0 1
N 2.01 0.61 0.15
C 0.70 0.21 0.04
C 0.17 -1.01 0.13
N -1.22 -1.22 0.21
O -1.94 -0.11 -0.35
N -1.49 1.02 0.36
O -0.23 1.38 -0.18
H 2.24 1.42 -0.42
H 2.66 -0.15 0.03
H 0.78 -1.88 0.27
H -1.55 -2.04 -0.30
H -2.12 1.77 0.07
*
```

***

3.
A 2-piece molecular cluster, C2H7N3O2 overall. Source: OMol25; level of theory: ωB97M-V/def2-TZVPD.

Computed properties:
E_LUMO ... 0.139 eV
HOMO energy ... -8.32 eV
HOMO-LUMO gap ... 8.46 eV
Energy relative to the best compared isomer or geometry (same formula, charge and spin) ... 135.0 kJ/mol

Structure (ORCA input):
```
! wB97M-V def2-TZVPD RIJCOSX def2/J DEFGRID3
* xyz 0 1
N -1.24 -0.52 0.99
C -1.26 0.35 0.02
N -1.67 0.08 -1.20
H -1.55 -1.47 0.83
H -0.54 -0.41 1.73
H -0.94 1.35 0.25
H -1.21 0.69 -1.87
H -1.57 -0.89 -1.47
N 1.54 0.67 0.71
C 1.54 -0.41 -0.28
O 2.05 -1.46 0.08
O 0.92 -0.13 -1.34
H 2.36 0.59 1.30
H 1.55 1.57 0.25
*
```

***

4.
A 12-piece molecular cluster, C22H68IN23O13P2 overall in a non-equilibrium geometry. Source: OMol25; level of theory: ωB97M-V/def2-TZVPD.

Computed properties:
E_LUMO ... 0.192 eV
HOMO energy ... -7.09 eV
HOMO-LUMO gap ... 7.29 eV
SMILES string ... CCCP(N)(CC=O)(CC(=O)I)P(CC)CC.NC(N)=O.NC(N)=O.NC(N)=O.NC(N)=O.NC(N)=O.NC(N)=O.NC(N)=O.NC(N)=O.NC(N)=O.NC(N)=O.NC(N)=O

Structure (ORCA input):
```
! wB97M-V def2-TZVPD RIJCOSX def2/J DEFGRID3
* xyz 0 1
C 5.34 -1.15 1.88
C 3.83 -0.85 1.70
C 3.34 -1.38 0.32
P 2.58 -0.04 -0.74
N 4.28 0.48 -1.13
C 2.18 1.67 -0.05
C 1.40 2.50 -1.07
O 1.20 3.64 -0.91
C 2.35 -0.24 -2.61
C 2.45 -1.68 -3.04
O 1.74 -2.53 -2.77
I 4.15 -2.14 -4.34
P 0.55 -0.87 -0.33
C -0.76 -0.02 -1.31
C -2.16 -0.58 -0.96
C 0.11 -0.92 1.47
C -0.59 0.34 2.06
H 5.85 -0.80 0.99
H 5.51 -2.21 1.99
H 5.69 -0.60 2.74
H 3.29 -1.32 2.50
H 3.70 0.22 1.76
H 4.12 -1.89 -0.21
H 2.58 -2.12 0.53
H 4.82 0.68 -0.29
H 4.31 1.34 -1.67
H 1.70 1.67 0.92
H 3.11 2.21 0.08
H 0.98 1.99 -1.96
H 1.44 0.23 -2.98
H 3.17 0.26 -3.11
H -0.58 -0.30 -2.34
H -0.82 1.06 -1.18
H -2.11 -1.61 -0.62
H -2.80 -0.57 -1.84
H -2.62 0.06 -0.22
H -0.62 -1.72 1.55
H 0.93 -1.20 2.12
H -0.98 1.00 1.30
H 0.20 0.90 2.57
H -1.31 0.05 2.81
N 2.13 6.71 -1.19
C 1.89 7.18 -2.45
N 2.35 8.44 -2.69
O 1.30 6.52 -3.30
H 2.60 7.23 -0.48
H 1.80 5.78 -0.98
H 2.19 8.82 -3.60
H 2.83 9.00 -2.01
N 1.14 -5.14 -0.36
C 0.41 -6.22 -0.74
N -0.20 -6.12 -1.95
O 0.30 -7.21 -0.03
H 1.23 -4.31 -0.93
H 1.59 -5.18 0.53
H -0.76 -6.90 -2.25
H -0.13 -5.31 -2.54
N 5.81 -0.64 -9.86
C 5.82 -0.79 -8.50
N 4.59 -0.99 -7.94
O 6.84 -0.75 -7.84
H 4.98 -0.67 -10.42
H 6.70 -0.49 -10.31
H 4.57 -1.10 -6.94
H 3.73 -1.03 -8.45
N 0.18 3.89 -4.37
C -0.52 2.82 -4.85
N -1.05 2.99 -6.10
O -0.67 1.79 -4.22
H 0.31 4.74 -4.87
H 0.58 3.80 -3.45
H -1.57 2.23 -6.48
H -0.94 3.83 -6.64
N -1.05 6.67 -0.85
C -1.07 6.73 0.51
N -2.31 6.60 1.07
O -0.07 6.90 1.18
H -1.87 6.54 -1.41
H -0.16 6.77 -1.31
H -2.37 6.63 2.07
H -3.15 6.46 0.54
N -3.63 -5.42 3.13
C -2.34 -5.29 2.69
N -1.89 -6.33 1.93
O -1.65 -4.32 2.96
H -4.21 -6.21 2.92
H -3.99 -4.68 3.69
H -0.94 -6.27 1.58
H -2.43 -7.13 1.69
N 8.80 -1.31 -3.66
C 8.85 -1.45 -2.31
N 7.64 -1.66 -1.70
O 9.89 -1.39 -1.68
H 7.95 -1.35 -4.20
H 9.67 -1.15 -4.14
H 7.64 -1.76 -0.71
H 6.77 -1.71 -2.21
N -2.51 0.55 6.66
C -2.46 -0.44 5.71
N -1.31 -1.17 5.70
O -3.38 -0.65 4.94
H -1.76 0.74 7.30
H -3.34 1.11 6.69
H -1.24 -1.90 5.02
H -0.55 -1.01 6.33
N -7.30 6.87 1.70
C -6.17 6.20 1.34
N -5.42 5.73 2.39
O -5.84 6.03 0.18
H -7.59 7.02 2.65
H -7.87 7.24 0.95
H -4.59 5.22 2.15
H -5.66 5.85 3.35
N -6.31 -7.24 5.70
C -5.37 -8.05 5.13
N -4.61 -8.76 6.01
O -5.22 -8.14 3.92
H -6.45 -7.16 6.68
H -6.89 -6.71 5.07
H -3.90 -9.36 5.63
H -4.71 -8.71 7.01
N -7.33 0.19 4.69
C -7.29 -0.79 3.74
N -6.14 -1.52 3.73
O -8.22 -0.99 2.97
H -6.58 0.38 5.33
H -8.16 0.76 4.73
H -6.07 -2.25 3.05
H -5.37 -1.36 4.36
*
```

***

5.
C47H40CdN4O2P2SSi as an isolated structure. Source: OMol25; level of theory: ωB97M-V/def2-TZVPD.

Computed properties:
E_LUMO ... 0.658 eV
HOMO energy ... -7.24 eV
HOMO-LUMO gap ... 7.90 eV
Energy relative to the best compared isomer or geometry (same formula, charge and spin) ... 0.0 kJ/mol

Structure (ORCA input):
```
! wB97M-V def2-TZVPD RIJCOSX def2/J DEFGRID3
* xyz 0 1
Cd 0.11 0.24 1.02
C -2.93 1.70 2.95
Si -2.02 1.50 1.31
C -1.63 3.25 0.65
C -2.45 4.31 1.06
C -2.25 5.61 0.61
C -1.22 5.88 -0.27
C -0.39 4.85 -0.68
C -0.58 3.55 -0.23
P 0.58 2.25 -0.81
C 0.02 1.89 -2.51
C 0.79 0.98 -3.25
C 0.49 0.74 -4.58
C -0.60 1.37 -5.18
C -1.39 2.22 -4.43
C -1.08 2.48 -3.10
C 2.12 3.19 -1.09
C 2.55 3.59 -2.35
C 3.71 4.34 -2.48
C 4.44 4.71 -1.36
C 4.01 4.32 -0.10
C 2.86 3.56 0.04
C -3.32 0.80 0.09
C -4.56 1.47 0.06
C -5.63 0.99 -0.66
C -5.52 -0.20 -1.37
C -4.31 -0.87 -1.36
C -3.20 -0.37 -0.67
P -1.61 -1.28 -0.72
C -2.15 -2.88 -0.04
C -2.49 -3.99 -0.81
C -2.92 -5.17 -0.21
C -3.02 -5.25 1.17
C -2.68 -4.14 1.95
C -2.25 -2.97 1.35
C -1.32 -1.70 -2.48
C -0.19 -2.50 -2.70
C 0.11 -2.95 -3.98
C -0.71 -2.61 -5.05
C -1.80 -1.78 -4.84
C -2.11 -1.32 -3.56
H -3.87 2.25 2.86
H -2.29 2.21 3.67
H -3.17 0.71 3.36
H -3.25 4.12 1.76
H -2.90 6.40 0.95
H -1.05 6.89 -0.63
H 0.43 5.07 -1.35
H 1.64 0.49 -2.79
H 1.10 0.05 -5.15
H -0.83 1.17 -6.22
H -2.26 2.69 -4.88
H -1.70 3.17 -2.53
H 1.99 3.32 -3.23
H 4.04 4.64 -3.47
H 5.34 5.30 -1.47
H 4.57 4.60 0.78
H 2.54 3.24 1.02
H -4.68 2.38 0.63
H -6.57 1.53 -0.66
H -6.36 -0.61 -1.91
H -4.22 -1.81 -1.90
H -2.42 -3.94 -1.89
H -3.18 -6.02 -0.82
H -3.35 -6.16 1.64
H -2.75 -4.20 3.03
H -1.98 -2.12 1.97
H 0.43 -2.78 -1.87
H 0.98 -3.57 -4.13
H -0.48 -2.96 -6.04
H -2.44 -1.50 -5.67
H -2.96 -0.67 -3.42
N 4.61 -2.18 7.30
C 4.26 -1.63 6.08
C 5.11 -1.77 4.97
C 4.74 -1.27 3.74
C 3.52 -0.62 3.60
C 2.67 -0.47 4.69
C 3.04 -0.97 5.92
S 3.04 0.02 2.03
O 4.20 0.06 1.19
O 2.32 1.26 2.28
N 1.86 -0.93 1.46
C 2.04 -2.27 1.24
N 0.95 -2.91 0.79
C 1.05 -4.22 0.63
C 2.23 -4.92 0.88
C 3.29 -4.16 1.32
N 3.22 -2.84 1.50
H 5.59 -2.34 7.45
H 4.15 -1.78 8.11
H 6.06 -2.27 5.09
H 5.38 -1.37 2.88
H 1.74 0.06 4.57
H 2.38 -0.86 6.77
H 0.16 -4.73 0.27
H 2.30 -5.98 0.74
H 4.25 -4.61 1.53
*
```

***

6.
A 2-piece molecular cluster, C3H8N3O overall in a non-equilibrium geometry. Source: OMol25; level of theory: ωB97M-V/def2-TZVPD.

Computed properties:
⟨S²⟩ ... 2.0068
E_LUMO (spin up / spin down) ... -2.917 / -8.310 eV
HOMO energy (spin up / spin down) ... -10.58 / -15.02 eV
HOMO-LUMO gap (spin up / spin down) ... 7.66 / 6.71 eV
Energy relative to the best compared isomer or geometry (same formula, charge and spin) ... 125.3 kJ/mol

Structure (ORCA input):
```
! wB97M-V def2-TZVPD RIJCOSX def2/J DEFGRID3
* xyz 1 3
C -1.12 -1.31 0.36
C 0.00 2.08 -1.41
C 1.10 -0.22 0.38
N 0.94 2.08 -2.09
N -0.12 -0.70 -0.20
N -1.23 -1.21 1.66
O -0.85 1.95 -0.66
H -1.99 -1.78 -0.10
H 1.73 0.06 -0.37
H 0.80 0.70 1.07
H 1.72 -1.00 1.00
H -0.20 -0.37 -1.15
H 1.45 2.54 -2.90
H -1.86 -1.76 2.22
H -0.35 -1.07 2.20
*
```

***

7.
C16H22Cl2IrO2Se as an isolated structure in a non-equilibrium geometry. Source: OMol25; level of theory: ωB97M-V/def2-TZVPD.

Computed properties:
⟨S²⟩ ... 8.7881
E_LUMO (spin up / spin down) ... 5.066 / 4.885 eV
HOMO energy (spin up / spin down) ... 1.70 / -0.66 eV
HOMO-LUMO gap (spin up / spin down) ... 3.36 / 5.55 eV
Energy relative to the best compared isomer or geometry (same formula, charge and spin) ... 97.4 kJ/mol

Structure (ORCA input):
```
! wB97M-V def2-TZVPD RIJCOSX def2/J DEFGRID3
* xyz -2 6
C 2.00 0.03 -0.74
C 2.22 -1.39 -0.89
C 1.98 -2.03 0.35
C 2.65 -2.05 -2.13
C 1.63 -1.07 1.32
C 1.66 0.26 0.70
C 2.10 1.46 1.43
C 2.56 1.05 -1.65
C 2.06 -3.50 0.56
C 1.44 -1.32 2.77
Ir -0.13 0.22 -0.33
Cl -0.65 -1.71 -1.34
Cl -1.28 1.07 -2.19
O -1.18 0.82 1.28
H 2.50 -1.39 -2.99
H 2.07 -2.97 -2.30
H 3.71 -2.34 -2.10
H 1.54 -4.03 -0.25
H 1.61 -3.78 1.51
H 3.10 -3.85 0.56
H 0.80 -2.20 2.95
H 0.99 -0.45 3.27
H 2.40 -1.52 3.27
H 1.76 1.43 2.46
H 1.63 2.32 0.93
H 3.19 1.51 1.42
H 2.40 0.75 -2.69
H 3.64 1.19 -1.50
H 2.05 2.00 -1.50
H -1.22 0.06 1.92
O 0.33 2.30 -0.19
H -0.51 2.61 0.21
Se -2.44 -1.55 0.61
C -3.66 -0.29 0.07
C -4.25 0.60 0.99
C -5.25 1.46 0.58
C -5.63 1.53 -0.77
C -4.97 0.72 -1.70
C -4.03 -0.20 -1.29
H -3.91 0.57 2.02
H -5.75 2.09 1.32
H -6.42 2.21 -1.09
H -5.20 0.80 -2.76
H -3.53 -0.85 -2.00
*
```

***

8.
One molecule with the formula C15H31N5O3 in a non-equilibrium geometry. Source: OMol25; level of theory: ωB97M-V/def2-TZVPD.

Computed properties:
E_LUMO ... 0.551 eV
HOMO energy ... -8.54 eV
HOMO-LUMO gap ... 9.09 eV
Energy relative to the best compared isomer or geometry (same formula, charge and spin) ... 34.3 kJ/mol
SMILES string ... [H]/N=C(/N)NCCCCN[C@@](C=C)(COCCOC)N(C)C(C)=O

Structure (ORCA input):
```
! wB97M-V def2-TZVPD RIJCOSX def2/J DEFGRID3
* xyz 0 1
H -5.90 1.61 -1.04
N -6.57 1.32 -0.33
C -6.22 0.19 0.13
N -7.00 -0.41 1.14
N -5.11 -0.60 -0.28
C -3.83 0.12 -0.32
C -2.63 -0.84 -0.25
C -1.54 -0.28 0.68
C -0.56 0.69 -0.03
N 0.70 0.01 -0.22
C 1.80 0.70 -0.94
C 1.49 2.13 -1.27
C 1.42 3.18 -0.42
C 3.11 0.48 -0.14
O 3.40 1.44 0.86
C 2.57 1.40 1.98
C 2.83 0.20 2.91
O 4.16 -0.22 2.84
C 4.31 -1.61 2.78
N 2.02 0.00 -2.25
C 0.80 -0.12 -3.05
C 2.57 -1.34 -2.09
C 1.72 -2.53 -1.68
O 3.75 -1.53 -2.34
H -7.86 0.12 1.18
H -7.27 -1.34 0.82
H -5.29 -1.12 -1.13
H -3.82 0.90 0.43
H -3.76 0.64 -1.29
H -2.20 -0.91 -1.26
H -2.97 -1.80 0.12
H -0.97 -1.07 1.16
H -2.03 0.28 1.48
H -0.48 1.56 0.62
H -1.01 1.01 -0.97
H 1.03 -0.40 0.64
H 1.33 2.35 -2.33
H 0.55 3.83 -0.38
H 2.24 3.39 0.26
H 3.93 0.55 -0.86
H 3.14 -0.51 0.32
H 2.82 2.30 2.56
H 1.51 1.49 1.76
H 2.20 -0.63 2.55
H 2.48 0.41 3.92
H 5.34 -1.87 2.59
H 4.02 -2.11 3.71
H 3.72 -2.05 1.97
H 0.36 0.84 -3.30
H 0.02 -0.75 -2.61
H 1.07 -0.59 -4.00
H 2.15 -2.92 -0.76
H 1.79 -3.33 -2.41
H 0.69 -2.28 -1.47
*
```

***

9.
One molecule with the formula C3H9NO3 in a non-equilibrium geometry. Source: OMol25; level of theory: ωB97M-V/def2-TZVPD.

Computed properties:
E_LUMO ... 0.665 eV
HOMO energy ... -9.77 eV
HOMO-LUMO gap ... 10.44 eV
Energy relative to the best compared isomer or geometry (same formula, charge and spin) ... 474.6 kJ/mol
SMILES string ... C[C@@H](CO)N(O)O

Structure (ORCA input):
```
! wB97M-V def2-TZVPD RIJCOSX def2/J DEFGRID3
* xyz 0 1
C 0.32 1.29 -0.78
C 0.18 0.40 0.44
C -1.47 0.02 0.74
O -2.15 -0.30 -0.44
N 0.75 -0.91 0.41
O 0.35 -1.58 -0.79
O 2.30 -0.43 0.17
H -0.54 1.96 -0.88
H 1.22 1.90 -0.71
H 0.38 0.73 -1.72
H 0.50 0.90 1.35
H -1.55 -0.77 1.48
H -1.88 0.95 1.15
H -1.62 -0.97 -0.90
H 0.50 -2.51 -0.55
H 2.70 -0.67 1.03
*
```

***

10.
C6H10O as an isolated structure. Source: OMol25; level of theory: ωB97M-V/def2-TZVPD.

Computed properties:
E_LUMO (spin up / spin down) ... -0.557 / -0.153 eV
HOMO energy (spin up / spin down) ... -7.11 / -7.64 eV
HOMO-LUMO gap (spin up / spin down) ... 6.55 / 7.49 eV
Energy relative to the best compared isomer or geometry (same formula, charge and spin) ... 586.4 kJ/mol

Structure (ORCA input):
```
! wB97M-V def2-TZVPD RIJCOSX def2/J DEFGRID3
* xyz 0 1
O -0.56 0.43 2.33
C -0.86 0.63 0.96
C 0.48 1.21 0.22
C 1.22 0.12 -0.43
C 0.46 -0.59 -1.46
C -0.94 -1.00 -0.89
C -1.42 -0.56 0.28
H -1.07 -0.35 2.60
H -1.59 1.44 0.87
H 1.09 1.81 0.90
H 0.06 1.87 -0.55
H 1.05 -0.95 0.65
H 2.31 0.05 -0.36
H 0.20 0.10 -2.27
H 1.00 -1.44 -1.90
H -1.52 -1.62 -1.58
H 0.31 -1.30 0.75
*
```

***

11.
A 2-piece molecular cluster, H2O3SSi overall in a non-equilibrium geometry. Source: OMol25; level of theory: ωB97M-V/def2-TZVPD.

Computed properties:
E_LUMO ... -1.576 eV
HOMO energy ... -10.29 eV
HOMO-LUMO gap ... 8.71 eV
Energy relative to the best compared isomer or geometry (same formula, charge and spin) ... 127.1 kJ/mol

Structure (ORCA input):
```
! wB97M-V def2-TZVPD RIJCOSX def2/J DEFGRID3
* xyz 0 1
O -0.27 -1.83 -0.33
O -0.16 0.91 0.64
O -2.23 2.01 0.62
Si 0.96 -0.93 -0.49
S -1.55 0.80 0.84
H 2.28 -0.98 0.37
H 0.97 0.02 -1.65
*
```